# 1
The molecule C24H19BrN2O3. Source: the Open Molecules 2025 dataset; level of theory: ωB97M-V/def2-TZVPD.

For the energy relative to the best compared isomer or geometry (same formula, charge and spin), the calculation gives 4.180 eV. For the LUMO energy, the calculation gives -0.82 eV. The value obtained for the HOMO energy is -8.69 eV. As for the max |F|: 3.11 eV Å⁻¹. Its energy is -3835.095640 Eh. Its SMILES is Cc1ccc(-c2c(Br)c(=O)c3cc([N+](=O)[O-])ccc3n2[C@H](C)c2ccccc2)cc1. For the orbital gap, the calculation gives 7.871 eV.

The geometry in ORCA input format:
```
! RIJCOSX wB97M-V def2-TZVPD def2/J DEFGRID3
* xyz 0 1
H 0.900 -2.379 -1.357
C -1.099 -0.138 -3.882
N 0.203 0.678 0.256
Br -2.817 -1.975 1.661
H 1.074 -4.672 2.114
C 1.147 -0.843 2.769
C 2.718 -4.070 4.046
O -3.860 5.331 -1.180
C -2.554 0.541 0.091
H 1.723 -0.676 -0.368
C 0.360 -0.376 -1.971
C 0.275 -2.704 1.473
H 2.855 1.463 -0.291
H -1.646 -2.061 -4.803
C -1.131 -1.566 -3.995
N -2.670 5.450 -0.851
C 1.042 -3.582 2.281
C -0.517 1.892 0.068
C -0.369 -2.384 -3.154
H -0.411 -3.434 -3.304
C 1.863 -3.106 3.309
C 0.330 -1.335 1.736
O -2.101 6.519 -0.820
H -3.748 2.996 -0.596
C -1.918 1.861 -0.089
H 1.099 0.224 3.013
H 1.924 2.069 -1.683
C -2.654 3.028 -0.420
O -3.745 0.361 -0.116
C 1.902 -1.733 3.579
C -0.359 0.449 -2.861
H -0.315 1.494 -2.747
H 2.549 -1.296 4.359
H 2.963 0.709 -1.868
C 1.153 0.169 -0.797
H 2.979 -4.918 3.445
H 1.185 3.186 0.183
H -0.302 -3.101 0.671
C -1.828 -0.512 0.839
H 2.213 -4.412 4.939
C -0.584 4.331 -0.275
C 0.129 3.154 0.001
C -0.468 -0.382 0.963
C 2.283 1.174 -1.155
H -1.710 0.383 -4.567
C 0.318 -1.808 -2.102
H -0.036 5.261 -0.362
H 3.625 -3.515 4.382
C -1.971 4.254 -0.564
*
```

# 2
A structure of composition C24H19BrN5O6Tc. Source: the Open Molecules 2025 dataset; level of theory: ωB97M-V/def2-TZVPD.

For the energy relative to the best compared isomer or geometry (same formula, charge and spin), the calculation gives 0.000 eV. For the LUMO energy (spin up / spin down), the calculation gives -3.39 / -4.09 eV. The value obtained for the HOMO energy (spin up / spin down) is -10.85 / -11.03 eV. As for the max |F|: 0.51 eV Å⁻¹. Its energy is -4305.915048 Eh. For the orbital gap (spin up / spin down), the calculation gives 7.464 / 6.940 eV.

The geometry in ORCA input format:
```
! RIJCOSX wB97M-V def2-TZVPD def2/J DEFGRID3
* xyz 1 4
C -3.124 -0.489 3.593
C 2.401 2.484 -0.181
C -1.013 -2.178 4.201
H 1.529 -3.273 1.281
H -3.213 3.467 -2.044
H 3.293 -2.316 -1.029
Tc 0.653 -0.903 0.650
N -0.991 0.705 0.901
C -1.121 3.820 -1.938
H -1.130 4.629 -2.657
H -2.281 -2.952 5.737
C -1.894 0.588 1.804
C -1.452 -1.855 -1.081
C -1.947 -0.423 2.832
O -2.722 -1.634 -4.082
O -1.033 -1.892 0.148
H -3.189 1.626 -0.400
H 1.167 -3.332 -0.443
H 1.377 4.846 -2.379
C 1.349 4.024 -1.675
C -2.184 -2.245 4.925
C 0.128 2.364 -0.430
O -2.479 -2.354 -1.492
C -0.632 -0.691 -3.334
C 0.514 0.055 -3.541
C -1.671 -0.897 -4.393
H 3.451 4.021 -1.281
C -2.274 3.180 -1.590
C -3.247 -1.398 4.615
H -2.702 1.322 1.832
C 1.650 -2.743 0.334
N 1.273 1.892 0.127
H -3.941 0.183 3.364
C -0.875 -1.282 3.142
C 3.562 -1.294 0.776
N 4.830 -1.115 1.113
H -2.699 -1.974 -3.154
H 3.292 2.084 0.291
H 5.105 -0.301 1.642
Br -4.846 -1.493 5.609
H -0.176 -2.820 4.439
O 2.708 -0.415 1.046
C 2.491 3.569 -1.078
H 0.843 0.561 -4.433
H 2.055 0.567 -2.180
C -1.093 1.742 -0.051
C -0.545 -1.094 -1.997
C -2.264 2.134 -0.642
C 0.110 3.421 -1.362
N 0.574 -0.631 -1.442
H 3.752 -3.378 0.293
O -1.514 -0.388 -5.470
C 3.129 -2.518 0.035
O 0.294 -1.241 2.503
N 1.205 0.067 -2.395
H 5.516 -1.829 0.939
*
```